# 1
{"formula": "C28H71FO11", "method": "the ωB97M-V functional and the def2-TZVPD basis", "homo_lumo_gap_ev": 10.441, "charge": 0, "fmax_ev_per_a": 4.26, "smiles": "COC(=O)OCCF.CC(C)O.CC(C)O.CC(C)O.CC(C)O.CC(C)O.CC(C)O.CC(C)O.CC(C)O", "lumo_energy_ev": 0.449, "species": ["C", "O", "C", "O", "O", "C", "C", "F", "H", "H", "H", "H", "H", "H", "H", "C", "C", "C", "O", "H", "H", "H", "H", "H", "H", "H", "H", "C", "C", "C", "O", "H", "H", "H", "H", "H", "H", "H", "H", "C", "C", "C", "O", "H", "H", "H", "H", "H", "H", "H", "H", "C", "C", "C", "O", "H", "H", "H", "H", "H", "H", "H", "H", "C", "C", "C", "O", "H", "H", "H", "H", "H", "H", "H", "H", "C", "C", "C", "O", "H", "H", "H", "H", "H", "H", "H", "H", "C", "C", "C", "O", "H", "H", "H", "H", "H", "H", "H", "H", "C", "C", "C", "O", "H", "H", "H", "H", "H", "H", "H", "H"], "positions_angstrom": [[-4.2474, 6.6788, 6.8095], [-4.5561, 7.7506, 7.7254], [-3.6474, 7.8560, 8.7271], [-3.6457, 7.1875, 9.7803], [-2.6892, 8.7761, 8.4604], [-2.9206, 9.7236, 7.4143], [-4.1404, 10.5966, 7.6363], [-5.0056, 10.5202, 6.5494], [-3.2524, 6.8178, 6.4016], [-4.9922, 6.7057, 6.0347], [-4.2744, 5.7389, 7.3473], [-3.0218, 9.2313, 6.4555], [-2.0266, 10.3314, 7.3989], [-4.6780, 10.3041, 8.5323], [-3.8598, 11.6410, 7.7291], [-2.5272, 5.7192, 2.4993], [-2.7427, 5.0295, 3.8363], [-2.2721, 3.5889, 3.8152], [-4.1291, 5.0998, 4.2102], [-3.0956, 5.2085, 1.7170], [-2.8681, 6.7548, 2.5368], [-1.4730, 5.7039, 2.2221], [-2.2039, 5.5743, 4.6127], [-2.8399, 3.0128, 3.0794], [-2.4276, 3.1192, 4.7807], [-1.2137, 3.5329, 3.5591], [-4.6233, 4.6311, 3.5323], [3.0580, 3.1032, 4.1156], [1.8029, 3.0453, 3.2581], [2.1054, 2.5681, 1.8474], [1.1588, 4.3213, 3.2333], [3.7751, 3.8091, 3.6878], [2.8184, 3.4408, 5.1237], [3.5387, 2.1265, 4.1804], [1.0795, 2.3722, 3.7201], [2.7944, 3.2606, 1.3540], [1.1941, 2.5238, 1.2530], [2.5568, 1.5769, 1.8503], [1.7662, 4.9482, 2.8314], [-5.6241, -0.4326, 5.5817], [-4.4805, 0.3754, 6.1760], [-4.7835, 0.8147, 7.6005], [-4.1816, 1.5049, 5.3558], [-6.5330, 0.1739, 5.5419], [-5.3847, -0.7424, 4.5648], [-5.8335, -1.3222, 6.1767], [-3.5709, -0.2260, 6.1679], [-5.6681, 1.4569, 7.6174], [-3.9509, 1.3857, 8.0101], [-4.9709, -0.0417, 8.2491], [-4.9602, 2.0698, 5.3372], [1.2796, -2.9863, 0.2615], [1.4398, -1.4999, -0.0224], [2.8555, -1.1563, -0.4557], [1.0548, -0.7312, 1.1183], [1.9255, -3.2879, 1.0900], [0.2530, -3.2118, 0.5508], [1.5348, -3.5919, -0.6084], [0.7459, -1.2042, -0.8110], [3.5733, -1.4027, 0.3324], [2.9453, -0.0893, -0.6629], [3.1249, -1.7006, -1.3592], [1.6466, -0.9673, 1.8375], [-2.0081, -6.0277, -1.8310], [-0.5790, -5.5154, -1.7359], [0.1532, -5.6338, -3.0649], [0.1364, -6.2162, -0.7173], [-2.0121, -7.0845, -2.1120], [-2.5125, -5.9380, -0.8690], [-2.5793, -5.4736, -2.5766], [-0.5923, -4.4753, -1.4105], [0.2158, -6.6803, -3.3751], [1.1702, -5.2600, -2.9793], [-0.3534, -5.0759, -3.8531], [0.1670, -7.1422, -0.9712], [1.5496, -1.1240, -4.6271], [2.9821, -0.6119, -4.6845], [3.5290, -0.6575, -6.1015], [3.8049, -1.3560, -3.7844], [1.5079, -2.1683, -4.9514], [1.1674, -1.0777, -3.6069], [0.8918, -0.5394, -5.2716], [3.0156, 0.4127, -4.3131], [3.5434, -1.6876, -6.4714], [4.5532, -0.2870, -6.1324], [2.9205, -0.0565, -6.7794], [3.8068, -2.2749, -4.0676], [4.2662, -7.3058, -4.2022], [3.0278, -7.3370, -5.0846], [3.3341, -7.9169, -6.4554], [2.4540, -6.0318, -5.1867], [5.0314, -6.6657, -4.6499], [4.0243, -6.9004, -3.2199], [4.6881, -8.3030, -4.0729], [2.2566, -7.9416, -4.6050], [4.0794, -7.3004, -6.9576], [2.4368, -7.9360, -7.0741], [3.7279, -8.9308, -6.3794], [3.0977, -5.4518, -5.6089], [1.4773, -3.2609, -9.3508], [2.9100, -2.7566, -9.4297], [3.4500, -2.8005, -10.8500], [3.7487, -3.5196, -8.5582], [1.4247, -4.3025, -9.6793], [1.1121, -3.2185, -8.3243], [0.8128, -2.6694, -9.9811], [2.9543, -1.7340, -9.0537], [3.4536, -3.8289, -11.2211], [4.4750, -2.4324, -10.8805], [2.8425, -2.1958, -11.5237], [3.7251, -4.4262, -8.8726]]}

# 2
{"formula": "C28H74N11O4P3", "method": "the ωB97M-V functional and the def2-TZVPD basis", "homo_lumo_gap_ev": 8.594, "charge": 0, "fmax_ev_per_a": 6.41, "smiles": "CNC[C@H]1C[C@@H](CC(C)C)C(=O)N1.CN(C)P(=O)(N(C)C)N(C)C.CN(C)P(=O)(N(C)C)N(C)C.CN(C)P(=O)(N(C)C)N(C)C", "lumo_energy_ev": 0.582, "species": ["C", "N", "C", "C", "C", "C", "C", "C", "C", "C", "C", "O", "N", "H", "H", "H", "H", "H", "H", "H", "H", "H", "H", "H", "H", "H", "H", "H", "H", "H", "H", "H", "H", "O", "P", "N", "C", "C", "N", "C", "C", "N", "C", "C", "H", "H", "H", "H", "H", "H", "H", "H", "H", "H", "H", "H", "H", "H", "H", "H", "H", "H", "O", "P", "N", "C", "C", "N", "C", "C", "N", "C", "C", "H", "H", "H", "H", "H", "H", "H", "H", "H", "H", "H", "H", "H", "H", "H", "H", "H", "H", "O", "P", "N", "C", "C", "N", "C", "C", "N", "C", "C", "H", "H", "H", "H", "H", "H", "H", "H", "H", "H", "H", "H", "H", "H", "H", "H", "H", "H"], "positions_angstrom": [[-8.9272, 0.7327, -2.3878], [-8.1669, 0.2275, -3.5243], [-6.7269, 0.4531, -3.4911], [-5.9315, -0.8125, -3.2173], [-4.4204, -0.5464, -3.0354], [-4.0625, -0.7828, -1.5851], [-4.3745, 0.2896, -0.5192], [-3.5490, 1.5890, -0.6696], [-3.2097, 2.1023, 0.7457], [-4.3979, 2.6658, -1.3747], [-5.0969, -1.8634, -1.2694], [-4.9675, -2.8088, -0.5324], [-6.3133, -1.5373, -1.9689], [-9.8476, 1.2131, -2.7174], [-8.3512, 1.4344, -1.7749], [-9.2341, -0.0909, -1.7348], [-8.5534, 0.5661, -4.3894], [-6.4605, 1.2121, -2.7430], [-6.3898, 0.8461, -4.4532], [-6.1279, -1.5277, -4.0161], [-3.9685, 0.2831, -3.5792], [-3.9658, -1.4098, -3.5401], [-3.0306, -1.1101, -1.4762], [-5.4415, 0.5159, -0.4849], [-4.1254, -0.1620, 0.4446], [-2.6415, 1.3999, -1.2434], [-2.2916, 1.6534, 1.1269], [-4.0023, 1.7951, 1.4327], [-3.1663, 3.1890, 0.7986], [-5.4362, 2.6176, -1.0460], [-4.3364, 2.6105, -2.4615], [-4.0395, 3.6588, -1.0947], [-6.8860, -0.9301, -1.3927], [-1.0897, -1.2697, -4.1541], [0.2485, -1.8059, -3.7280], [1.2684, -1.1031, -4.9081], [2.4769, -1.7000, -5.4349], [1.3109, 0.3523, -4.9312], [-0.1037, -3.5002, -4.0926], [0.4541, -4.1455, -5.2693], [-1.5268, -3.8205, -4.0038], [1.3167, -2.2359, -2.5358], [1.7975, -1.1246, -1.7035], [2.0128, -3.4966, -2.3641], [3.3657, -1.5267, -4.8080], [2.6764, -1.2622, -6.4161], [2.3742, -2.7653, -5.5912], [1.9113, 0.7731, -4.1121], [0.3012, 0.7572, -4.8602], [1.7390, 0.6979, -5.8745], [0.3189, -3.5606, -6.1899], [-0.0382, -5.1093, -5.4131], [1.5150, -4.3742, -5.1485], [-2.0875, -3.5277, -4.8998], [-1.9882, -3.3315, -3.1485], [-1.6324, -4.8993, -3.8612], [2.7547, -0.7260, -2.0444], [1.9075, -1.4374, -0.6638], [1.0786, -0.3023, -1.7091], [2.7268, -3.6887, -3.1698], [1.3251, -4.3339, -2.2912], [2.5779, -3.4504, -1.4316], [3.4277, 1.2842, -0.7966], [3.5094, 2.3487, 0.2212], [4.4253, 3.5949, -0.4756], [5.1007, 4.6567, 0.2428], [4.0241, 4.0020, -1.8146], [4.3812, 1.6202, 1.5315], [5.7037, 2.0782, 1.9282], [4.3737, 0.1623, 1.4617], [2.3762, 3.0997, 1.1487], [1.2469, 3.7026, 0.4440], [2.5014, 3.4332, 2.5582], [4.4430, 5.5042, 0.4877], [5.9114, 5.0387, -0.3826], [5.5587, 4.3106, 1.1562], [3.1160, 4.6208, -1.8164], [3.8410, 3.1261, -2.4355], [4.8242, 4.5780, -2.2832], [6.4011, 2.1774, 1.0863], [6.1301, 1.3607, 2.6313], [5.6593, 3.0244, 2.4684], [5.1239, -0.2372, 0.7679], [3.3993, -0.2070, 1.1485], [4.5732, -0.2332, 2.4620], [1.3984, 4.7714, 0.2533], [0.3286, 3.5800, 1.0198], [1.0883, 3.2095, -0.5181], [3.2703, 4.1895, 2.7510], [2.7012, 2.5479, 3.1528], [1.5541, 3.8436, 2.9095], [1.6436, 0.7085, 4.0847], [1.5946, -0.6144, 4.7304], [0.0182, -1.1887, 4.4971], [-0.6280, -2.2381, 5.2599], [-0.4881, -1.1034, 3.1327], [1.8795, -0.2846, 6.4095], [0.8574, -0.5076, 7.4222], [2.4918, 1.0277, 6.6190], [2.5583, -1.9530, 4.6384], [2.8129, -2.4785, 3.2973], [2.9693, -2.8021, 5.7428], [-0.3870, -3.2499, 4.9009], [-1.7100, -2.1102, 5.1801], [-0.3933, -2.1881, 6.3121], [-0.0705, -1.8780, 2.4753], [-0.2529, -0.1296, 2.7048], [-1.5740, -1.2123, 3.1323], [-0.1160, -0.0754, 7.1585], [1.1821, -0.0515, 8.3586], [0.7282, -1.5676, 7.6430], [1.7614, 1.8448, 6.5973], [3.2442, 1.2339, 5.8619], [2.9900, 1.0281, 7.5915], [2.1249, -3.2886, 3.0308], [3.8351, -2.8521, 3.2191], [2.7055, -1.6872, 2.5520], [2.1287, -3.3345, 6.1984], [3.4897, -2.2381, 6.5118], [3.6604, -3.5543, 5.3610]]}